Molecular formula: C3H5ClP2
Method: DFT, ωB97M-V/def2-TZVPD

The value obtained for the maximum force is 0.82 eV Å⁻¹. Its SMILES is CCP=P#CCl. The energy is -1260.056774 hartree.

Structure (ORCA input):
```
! wB97M-V def2-TZVPD RIJCOSX def2/J DEFGRID3
* xyz 0 1
C 1.03 -0.58 0.42
C 0.98 0.61 -0.52
C -2.31 -0.37 0.41
P -0.09 2.02 0.12
P -1.95 1.15 -0.14
Cl -3.38 -1.52 -0.11
H 1.61 -1.39 -0.02
H 1.48 -0.30 1.37
H 1.99 1.03 -0.64
H 0.63 0.31 -1.51
H 0.02 -0.95 0.62
*
```